Entry from OMol25: a molecular structure, CHBeO3 in a non-equilibrium geometry (ωB97M-V with the def2-TZVPD basis set).

Geometry as XYZ:
```
6
Properties=species:S:1:pos:R:3:forces:R:3:mulliken_charge:R:1
H -1.2324 -0.0923 0.8691 0.521 0.626 -2.684 0.415
O 1.1584 -0.2014 -0.7740 -0.301 1.931 -2.248 -0.387
O 0.6637 0.0069 1.4288 1.101 2.113 -1.212 -0.569
O -0.8580 0.1358 -0.0813 -2.400 0.917 0.999 -0.390
C 0.4955 0.2137 0.2231 0.478 -4.969 5.102 0.874
Be -0.2272 -0.0627 -1.6657 0.601 -0.618 0.043 0.056
```
Positions in Å, forces in eV/Å.

Computed properties:
E = -279.1392 hartree
Total charge = 0
Multiplicity = 2
ΔE to the lowest compared entry with this formula, charge and spin = 25.4 kcal per mole
LUMO energy (alpha / beta) = 0.05 / -0.69 eV


Entry from OMol25: a molecular structure, CHBr2FS in a non-equilibrium geometry (ωB97M-V with the def2-TZVPD basis set).

Geometry as XYZ:
```
6
Properties=species:S:1:pos:R:3:forces:R:3:mulliken_charge:R:1
C -0.4523 0.0669 -0.0950 2.157 -2.830 -0.527 0.099
F -0.3802 -0.1674 -1.4526 0.003 1.052 0.923 -0.131
S 1.2521 -0.8588 0.6211 -1.933 1.113 -0.646 -0.145
Br -2.0418 -0.8583 0.4624 0.223 -0.248 0.320 -0.037
Br -0.5344 1.8439 0.4319 0.174 1.039 -0.177 0.047
H 2.1566 -0.0262 0.0321 -0.624 -0.127 0.106 0.166
```
Positions in Å, forces in eV/Å.

Computed properties:
E = -5684.7409 hartree
Total charge = 0
ΔE to the lowest compared entry with this formula, charge and spin = 12.1 kcal per mole
LUMO energy = -0.25 eV


Entry from OMol25: 2 unconnected molecules or ions with the total composition CHBr2NO2 in a non-equilibrium geometry (ωB97M-V with the def2-TZVPD basis set).

Geometry as XYZ:
```
7
Properties=species:S:1:pos:R:3:forces:R:3:mulliken_charge:R:1
C -2.0523 0.0336 0.3153 0.521 0.524 0.228 -0.036
N -1.4009 0.0199 1.6270 -1.185 -0.035 -0.495 0.929
O -1.2076 -1.1137 1.9965 0.828 -0.212 1.481 -0.503
O -1.2025 1.0754 2.2082 0.222 -0.873 -0.243 -0.568
Br -2.5431 1.6963 -0.2446 -0.285 0.069 -0.528 0.031
Br -2.6907 -1.5713 -0.3258 -0.105 0.426 -0.185 0.077
H 0.3431 -0.4890 0.0615 0.003 0.100 -0.257 0.070
```
Positions in Å, forces in eV/Å.

Computed properties:
E = -5391.6935 hartree
Total charge = 0
ΔE to the lowest compared entry with this formula, charge and spin = 95.4 kcal per mole
LUMO energy (alpha / beta) = -2.23 / -0.79 eV


Entry from OMol25: 2 unconnected molecules or ions with the total composition CHBrCl2 in a non-equilibrium geometry (ωB97M-V with the def2-TZVPD basis set).

Geometry as XYZ:
```
5
Properties=species:S:1:pos:R:3:forces:R:3:mulliken_charge:R:1
C 0.4124 0.7151 0.3058 2.059 -0.061 1.051 -0.127
Cl 2.0606 0.5221 0.7569 -0.630 -0.416 0.012 -0.077
Cl -0.0512 2.1846 -0.1785 -0.729 2.652 -0.582 -0.088
Br 4.9481 -0.0861 -0.1180 -0.164 0.040 -0.038 -0.072
H -0.1751 -0.0061 -0.1372 -0.536 -2.215 -0.443 0.365
```
Positions in Å, forces in eV/Å.

Computed properties:
E = -3532.9881 hartree
Total charge = 0
ΔE to the lowest compared entry with this formula, charge and spin = 48.4 kcal per mole
LUMO energy (alpha / beta) = -0.76 / -3.33 eV


Entry from OMol25: 2 unconnected molecules or ions with the total composition CHBrClF in a non-equilibrium geometry (ωB97M-V with the def2-TZVPD basis set).

Geometry as XYZ:
```
5
Properties=species:S:1:pos:R:3:forces:R:3:mulliken_charge:R:1
C -0.3617 0.2771 -0.1996 0.569 -3.835 2.172 -0.070
F -1.1695 -0.3966 0.5572 -0.633 0.314 -0.507 -0.048
Cl 1.5104 -1.6069 0.2987 -1.104 1.209 -0.686 -0.491
Br 0.4833 1.5631 0.5652 1.340 2.614 1.003 0.186
H -0.4625 0.1633 -1.2214 -0.172 -0.303 -1.983 0.423
```
Positions in Å, forces in eV/Å.

Computed properties:
E = -3172.6677 hartree
Total charge = 0
ΔE to the lowest compared entry with this formula, charge and spin = 0.8 kcal per mole
LUMO energy (alpha / beta) = -2.17 / -2.17 eV


Entry from OMol25: 2 unconnected molecules or ions with the total composition CHBrClFN5O2 in a non-equilibrium geometry (ωB97M-V with the def2-TZVPD basis set).

Geometry as XYZ:
```
12
Properties=species:S:1:pos:R:3:forces:R:3:mulliken_charge:R:1
C 0.5263 -0.1907 0.5290 -0.105 -2.510 -0.659 0.334
N -0.4268 -0.2902 1.4021 -0.360 1.255 0.772 -0.147
N 0.3353 -1.1771 -0.3751 0.592 0.383 -1.007 0.743
N -0.8069 -1.6986 -0.1221 0.519 -3.285 -3.606 -0.273
N 1.5063 0.7390 0.5501 0.336 4.624 2.184 1.015
N -1.2411 -1.2251 0.9289 -1.598 1.278 3.246 -0.205
O 2.5068 0.6835 -0.2429 1.139 -0.872 -1.402 -0.359
O 1.3498 1.6976 1.2537 0.129 -0.921 -0.233 -0.336
F 1.0524 -1.5778 -1.4305 -0.374 0.562 0.577 -0.140
Cl -4.0573 -0.1994 -1.2863 -0.009 0.513 0.190 -0.259
Br 3.5735 2.2376 -0.3377 -0.326 -0.526 0.116 0.368
H -4.3182 1.0013 -0.8690 0.057 -0.502 -0.178 0.259
```
Positions in Å, forces in eV/Å.

Computed properties:
E = -3596.3854 hartree
Total charge = +1
ΔE to the lowest compared entry with this formula, charge and spin = 0.0 kcal per mole
LUMO energy = -8.02 eV


Entry from OMol25: a molecular structure, CHBrClNO2 in a non-equilibrium geometry (ωB97M-V with the def2-TZVPD basis set).

Geometry as XYZ:
```
7
Properties=species:S:1:pos:R:3:forces:R:3:mulliken_charge:R:1
C -1.0246 0.4958 0.7695 2.263 2.260 1.319 -0.085
N -1.4468 -0.9717 0.9002 0.139 2.357 -0.248 0.809
O -0.6354 -1.6101 0.3461 2.226 -2.904 -1.247 -0.464
O -2.4765 -1.3194 1.3680 -1.110 0.002 0.850 -0.488
Cl -1.9589 1.4994 1.9216 0.636 -0.494 -0.490 -0.105
Br -1.4883 1.0225 -1.0659 0.428 -0.251 0.768 -0.035
H 0.3016 0.6749 1.0172 -4.582 -0.970 -0.952 0.368
```
Positions in Å, forces in eV/Å.

Computed properties:
E = -3277.9951 hartree
Total charge = 0
ΔE to the lowest compared entry with this formula, charge and spin = 18.7 kcal per mole
LUMO energy = -0.54 eV


Entry from OMol25: a molecular structure, CHBrI2 in a non-equilibrium geometry (ωB97M-V with the def2-TZVPD basis set).

Geometry as XYZ:
```
5
Properties=species:S:1:pos:R:3:forces:R:3:mulliken_charge:R:1
C 0.4076 1.9053 0.6117 0.886 1.489 -0.494 -0.369
Br 0.6561 1.4944 2.4221 -0.488 0.205 -0.371 0.014
I -1.2971 2.9527 -0.1685 1.068 -0.705 0.732 0.166
I 2.2777 2.1782 -0.4390 -1.186 -0.127 0.467 0.130
H -0.1942 -0.0096 -0.1185 -0.281 -0.861 -0.333 0.059
```
Positions in Å, forces in eV/Å.

Computed properties:
E = -3207.9081 hartree
Total charge = 0
Multiplicity = 3
ΔE to the lowest compared entry with this formula, charge and spin = 27.5 kcal per mole
LUMO energy (alpha / beta) = -1.07 / -2.04 eV


Entry from OMol25: a single CHBrN4 molecule in a non-equilibrium geometry (ωB97M-V with the def2-TZVPD basis set).

Geometry as XYZ:
```
7
Properties=species:S:1:pos:R:3:forces:R:3:mulliken_charge:R:1
C -0.4508 -0.5902 -0.0141 -0.411 2.997 0.285 0.156
N -1.4987 0.1999 0.0257 -0.100 -2.798 -0.041 -0.338
N 0.6785 0.1534 0.0044 -0.573 1.201 -0.466 0.004
N -0.9833 1.4382 0.0395 -2.941 2.467 -0.130 -0.071
N 0.2161 1.5317 -0.0200 3.228 -0.987 0.351 -0.215
Br 2.3495 -1.1272 0.0124 1.398 -0.630 0.018 0.049
H -0.3113 -1.6058 -0.0479 -0.601 -2.251 -0.016 0.415
```
Positions in Å, forces in eV/Å.

Computed properties:
E = -2831.5399 hartree
Total charge = 0
Multiplicity = 3
ΔE to the lowest compared entry with this formula, charge and spin = 0.0 kcal per mole
LUMO energy (alpha / beta) = 0.82 / -4.79 eV


Entry from OMol25: a molecular structure, CHCaFLiO3 in a non-equilibrium geometry (ωB97M-V with the def2-TZVPD basis set).

Geometry as XYZ:
```
8
Properties=species:S:1:pos:R:3:forces:R:3:mulliken_charge:R:1
Li -3.2186 0.1931 0.8305 -0.278 -0.110 -0.070 0.957
O -0.5429 -0.3838 0.1003 4.312 -3.777 1.417 -0.031
H -0.7036 -1.4365 -0.4008 -0.071 1.855 1.151 0.539
O 1.6262 -0.1036 0.0656 0.263 0.121 0.774 -0.258
O -1.8689 -0.6821 -0.2250 -3.984 0.447 -1.314 -0.639
C 0.5477 0.3953 0.0723 -0.631 0.349 -2.435 0.670
F 0.2504 1.5911 -0.2497 -0.038 1.109 0.510 -0.117
Ca 3.9096 0.4264 -0.1933 0.428 0.006 -0.033 0.880
```
Positions in Å, forces in eV/Å.

Computed properties:
E = -1048.6117 hartree
Total charge = +2
Multiplicity = 2
ΔE to the lowest compared entry with this formula, charge and spin = 43.8 kcal per mole
LUMO energy (alpha / beta) = -8.32 / -8.21 eV


Entry from OMol25: a single CHCl2FS molecule in a non-equilibrium geometry (ωB97M-V with the def2-TZVPD basis set).

Geometry as XYZ:
```
6
Properties=species:S:1:pos:R:3:forces:R:3:mulliken_charge:R:1
C -0.3604 0.2759 -0.3470 2.944 -3.139 -0.795 0.125
F -1.4202 0.9979 -0.6156 -0.043 0.374 0.329 -0.157
S 0.7456 0.6237 1.0875 -0.773 0.075 0.062 0.107
Cl 0.8117 0.1751 -1.8655 -1.122 0.630 0.808 -0.175
Cl 0.7101 -1.2314 1.9913 -0.109 0.681 -0.378 -0.133
H -0.4867 -0.8412 -0.2508 -0.896 1.379 -0.025 0.233
```
Positions in Å, forces in eV/Å.

Computed properties:
E = -1457.1041 hartree
Total charge = 0
ΔE to the lowest compared entry with this formula, charge and spin = 9.2 kcal per mole
SMILES = F[C@@H](Cl)SCl
LUMO energy = -0.79 eV


Entry from OMol25: a molecular structure, CHCl2FS in a non-equilibrium geometry (ωB97M-V with the def2-TZVPD basis set).

Geometry as XYZ:
```
6
Properties=species:S:1:pos:R:3:forces:R:3:mulliken_charge:R:1
C 0.3065 0.4055 0.4671 -0.021 -1.469 -4.399 0.301
F 1.3547 0.1739 1.1652 1.548 -0.293 0.722 -0.130
S 0.1635 -1.2632 -1.2854 -0.584 1.613 1.994 -0.215
Cl 0.4717 1.8621 -0.4965 -0.225 -0.159 0.626 -0.048
Cl -1.0824 0.1218 1.3131 -1.769 0.227 1.102 -0.052
H -1.2140 -1.3001 -1.1634 1.051 0.081 -0.045 0.143
```
Positions in Å, forces in eV/Å.

Computed properties:
E = -1457.0630 hartree
Total charge = 0
ΔE to the lowest compared entry with this formula, charge and spin = 35.0 kcal per mole
LUMO energy (alpha / beta) = -0.99 / -0.99 eV